Record 1
ORCA calculation (wB97M-V/def2-TZVPD) on a structure of composition C15H19BF5O19PPd2 in a non-equilibrium geometry.

Positions of all 62 atoms, in Å:
1 O -3.181 13.501 9.394
2 O 1.814 11.413 14.384
3 O 2.033 12.337 8.246
4 H 1.994 9.852 6.607
5 H -4.846 12.248 9.320
6 H -3.983 12.477 7.865
7 F 4.188 12.414 16.040
8 H 1.922 14.272 10.486
9 F -2.175 10.790 8.241
10 P 0.415 11.901 14.664
11 C 1.720 16.932 10.218
12 Pd 1.923 11.433 12.353
13 O 1.431 10.235 8.589
14 F -0.301 19.995 11.633
15 H 1.729 12.374 6.129
16 H 0.574 19.848 14.535
17 C -0.258 17.206 13.441
18 C -2.868 11.208 9.330
19 H 2.610 16.519 9.732
20 H 0.689 12.921 10.947
21 H 0.688 15.400 9.002
22 C 1.349 11.957 7.057
23 Pd -0.715 13.835 13.182
24 H 2.764 14.525 14.531
25 C 3.481 15.173 17.658
26 B 1.380 13.755 11.357
27 C -0.602 19.353 12.802
28 O 3.215 15.659 16.428
29 O 0.210 13.435 14.964
30 C 2.063 11.286 9.108
31 O -0.401 16.035 13.609
32 C 3.350 14.599 15.439
33 O -0.864 17.980 12.522
34 O -0.117 11.879 13.143
35 F -0.545 16.308 10.296
36 C 0.527 16.388 9.422
37 H 2.162 13.277 12.051
38 O -2.070 11.838 10.308
39 C 0.674 19.259 13.623
40 O 0.466 19.643 8.616
41 H 0.668 14.475 11.904
42 O 2.639 11.295 10.154
43 O 1.554 18.328 10.060
44 O 3.690 13.848 17.646
45 H -3.388 10.387 9.817
46 F 0.071 12.442 7.216
47 C -2.328 13.152 10.343
48 C 0.712 18.553 9.031
49 H 4.412 14.671 15.179
50 O 0.267 17.419 8.502
51 O 0.631 17.908 14.151
52 C 3.299 13.395 16.378
53 H 1.616 19.394 13.103
54 C -3.825 12.321 8.934
55 O 3.510 15.842 18.635
56 H 1.660 16.543 11.228
57 H 0.277 10.145 6.883
58 H 2.320 12.918 16.383
59 O -0.191 10.828 15.558
60 C 1.282 10.422 7.202
61 H -1.515 19.832 13.158
62 O -1.834 13.833 11.202

E_tot = -85275.24606 eV
Multiplicity = 5
Strongest force on any atom = 4.7 eV/Å
LUMO energy (alpha / beta) = -0.09 / -1.87 eV
⟨S²⟩ = 6.01

Atom charges from the Mulliken analysis, given in e for atoms 1 to 5: -0.335 -0.746 -0.231 0.325 0.283

---

Record 2
ORCA calculation (wB97M-V/def2-TZVPD) on a structure of composition C15H19BrN4ORhS4Sb in a non-equilibrium geometry.

Positions of all 46 atoms, in Å:
1 H 1.353 4.603 1.503
2 C 3.264 -3.614 -2.356
3 C 0.591 -3.204 -2.747
4 N -2.450 -1.091 2.156
5 H -1.448 -2.766 2.855
6 C 0.176 2.407 0.243
7 H 0.931 -3.616 -4.800
8 C -2.543 -0.411 3.448
9 H -1.660 -2.700 1.102
10 H 0.157 3.226 -3.479
11 C 2.430 -3.283 -1.304
12 C 2.747 -3.721 -3.632
13 N 1.128 -3.063 -1.526
14 H -1.700 -0.697 4.078
15 N 0.044 1.430 -0.657
16 C 1.385 -3.525 -3.824
17 S -2.309 -0.614 -0.511
18 H 3.393 -3.945 -4.470
19 S 2.884 2.457 1.884
20 H 0.386 5.070 -1.801
21 H -3.305 1.648 3.519
22 H -3.472 -0.686 3.952
23 H -0.395 4.784 1.630
24 C 0.444 4.802 0.933
25 C -2.453 -0.230 1.147
26 H -1.543 1.525 3.332
27 Rh 0.261 -0.609 -0.350
28 H 2.747 -3.156 -0.283
29 H -2.419 1.792 1.017
30 C 0.283 4.043 -1.472
31 Sb 2.984 0.176 1.655
32 C 0.290 3.751 -0.124
33 C -2.141 -2.503 2.057
34 Br -0.098 0.281 -3.129
35 H -0.473 -3.025 -2.797
36 S 2.534 -0.256 -0.735
37 C -2.499 1.077 3.064
38 H 0.504 5.797 0.491
39 H -3.045 -3.110 2.141
40 H 4.313 -3.772 -2.156
41 C 0.162 3.029 -2.418
42 H 0.216 2.095 1.278
43 O 0.346 -2.689 -0.512
44 C 0.049 1.749 -1.947
45 S 0.609 -0.470 1.934
46 N -2.657 1.016 1.610

E_tot = -146801.31002 eV
Strongest force on any atom = 1.3 eV/Å
LUMO energy = -0.48 eV
Relative energy (zero: lowest compared OMol25 entry of this formula, charge and spin) = 0.661 eV

Atom charges from the Mulliken analysis, given in e for atoms 1 to 5: 0.203 -0.717 -0.230 0.149 0.332

---

Record 3
ORCA calculation (wB97M-V/def2-TZVPD) on the molecule C15H19ClN2O2 in a non-equilibrium geometry.

Positions of all 39 atoms, in Å:
1 O -1.528 -3.483 1.654
2 C 1.750 1.323 -0.034
3 N -3.086 -1.808 1.172
4 H 5.465 0.069 1.069
5 C -0.544 0.686 -0.389
6 C -2.059 2.325 -1.316
7 H 4.657 1.590 1.500
8 N -1.102 -1.630 0.274
9 C -0.271 -0.534 0.297
10 C -1.908 0.890 -0.866
11 C 0.464 1.642 -0.496
12 H 0.350 3.919 -0.521
13 H -3.312 -1.031 1.797
14 C 0.996 -0.748 0.913
15 C -0.890 3.030 -2.096
16 H -0.676 2.592 -3.130
17 H 2.549 2.049 -0.143
18 C -1.736 -2.077 1.530
19 H 4.336 0.789 -0.281
20 H 0.500 -2.869 -0.652
21 H -2.522 0.584 0.079
22 H -2.046 0.156 -1.618
23 H 0.981 -1.563 1.619
24 C 4.533 0.628 0.853
25 C 0.375 3.047 -1.212
26 H -0.990 4.109 -2.338
27 H -0.936 -2.728 -1.461
28 H -3.081 2.350 -1.896
29 H -1.800 -4.460 -0.144
30 H -0.169 -4.680 0.677
31 Cl -1.410 -1.004 2.886
32 H -3.044 -1.379 0.237
33 C 2.039 0.109 0.668
34 C -0.543 -2.770 -0.417
35 H -2.285 2.869 -0.402
36 O 3.423 -1.044 2.185
37 C 3.265 -0.111 1.415
38 C -1.015 -4.025 0.411
39 H 1.270 3.187 -1.826

E_tot = -35458.07142 eV
Strongest force on any atom = 4.2 eV/Å
LUMO energy = 0.25 eV
Relative energy (zero: lowest compared OMol25 entry of this formula, charge and spin) = 2.816 eV
SMILES = CC(=O)c1cc2c(c(N3CCO[C@@]3(N)Cl)c1)CCCC2

Atom charges from the Mulliken analysis, given in e for atoms 1 to 5: -0.452 -0.964 -0.752 0.373 -0.110

---

Record 4
ORCA calculation (wB97M-V/def2-TZVPD) on a cluster of 2 separate species, C15H19F4N2O3S in total in a non-equilibrium geometry.

Positions of all 44 atoms, in Å:
1 N -0.339 -0.394 0.192
2 C -1.971 -2.499 4.365
3 C 4.998 1.028 -3.421
4 H -3.902 -0.938 2.079
5 F -3.814 -1.059 -0.308
6 C -0.587 -0.370 -1.303
7 H 3.195 3.494 -2.191
8 H -1.998 1.770 2.292
9 N 5.399 2.115 -4.146
10 H -0.650 1.713 0.187
11 C -3.051 -2.243 3.569
12 F 1.774 -1.924 -0.425
13 C -1.910 0.836 1.728
14 C -0.877 -1.669 4.361
15 C -2.058 -0.295 -1.721
16 C -2.929 -1.460 -1.209
17 H 4.900 4.187 -4.177
18 H -0.795 -1.216 0.627
19 O -2.684 0.938 -1.419
20 H -3.929 -2.879 3.558
21 H 0.189 1.158 1.588
22 S 1.413 -0.680 0.386
23 H -0.019 0.461 -1.725
24 C 3.868 2.844 -2.726
25 C -0.862 -0.585 3.517
26 F -3.650 -1.925 -2.245
27 H 3.532 0.824 -1.819
28 F -2.196 -2.490 -0.755
29 O 1.684 -0.959 1.734
30 H 5.423 0.056 -3.601
31 H -0.011 -1.854 4.984
32 H -0.002 0.075 3.499
33 H -2.384 1.555 -2.098
34 C -3.058 -1.162 2.718
35 H 6.088 2.101 -4.876
36 H -0.174 -1.285 -1.736
37 H -2.808 0.786 1.109
38 H -2.064 -0.370 -2.813
39 C -1.946 -0.351 2.696
40 H -1.975 -3.370 5.009
41 C 4.720 3.225 -3.728
42 C 4.045 1.447 -2.530
43 O 2.040 0.464 -0.139
44 C -0.627 0.902 0.913

E_tot = -46682.86882 eV
Strongest force on any atom = 3.8 eV/Å
LUMO energy = -3.65 eV
Total charge = +1

Atom charges from the Mulliken analysis, given in e for atoms 1 to 5: 0.203 -0.511 -0.818 0.471 -0.199

---

Record 5
ORCA calculation (wB97M-V/def2-TZVPD) on a structure of composition C15H19I2O7P3ReS2.

Positions of all 49 atoms, in Å:
1 H -0.450 -2.363 -3.351
2 S -0.675 3.358 -1.370
3 O 3.596 -0.396 -0.570
4 C -0.853 5.679 1.061
5 C -0.781 6.744 1.947
6 H 2.265 -2.213 -2.758
7 H -1.733 -2.349 3.929
8 H -3.451 0.729 0.021
9 H 2.740 1.352 -3.012
10 O -0.803 0.217 -1.200
11 S -1.310 1.556 1.660
12 P 2.048 -0.253 -0.591
13 H -6.379 4.658 -0.618
14 P -0.192 -0.376 -2.438
15 H -0.534 1.170 -3.933
16 C -5.736 3.801 -0.470
17 I -1.952 -2.129 1.253
18 O -0.716 0.226 -3.771
19 H -5.861 0.421 -0.355
20 O 1.505 0.930 0.211
21 C -1.513 6.716 3.122
22 C -1.010 -2.476 3.130
23 C -2.408 4.567 2.539
24 O -0.565 -1.892 -2.510
25 Re -0.261 -0.085 0.785
26 C -2.327 5.628 3.419
27 H -3.066 3.737 2.770
28 C -3.549 2.879 -0.052
29 H -0.554 -3.461 3.126
30 H -0.156 7.595 1.715
31 H -7.325 2.380 -0.679
32 P -1.806 3.261 0.151
33 C -6.266 2.519 -0.506
34 O 1.804 1.154 -2.874
35 H 1.959 -1.233 -4.216
36 H -1.458 7.548 3.811
37 C -5.442 1.417 -0.321
38 H 4.087 -0.112 0.220
39 H -2.904 5.616 4.334
40 C 2.355 -1.220 -3.200
41 O 1.201 -1.414 -0.009
42 H -0.284 5.693 0.142
43 I 0.486 -0.976 3.268
44 C -1.666 4.584 1.356
45 H -3.980 4.991 -0.203
46 C 1.633 -0.157 -2.373
47 C -4.087 1.597 -0.098
48 C -4.384 3.986 -0.239
49 H 3.415 -0.971 -3.257

E_tot = -98055.41332 eV
Multiplicity = 2
Strongest force on any atom = 0.6 eV/Å
LUMO energy (alpha / beta) = -7.72 / -7.78 eV
Total charge = +2
⟨S²⟩ = 0.77
Relative energy (zero: lowest compared OMol25 entry of this formula, charge and spin) = 1.279 eV

Atom charges from the Mulliken analysis, given in e for atoms 1 to 5: 0.386 -0.404 -0.491 -0.520 -0.660

---

Record 6
ORCA calculation (wB97M-V/def2-TZVPD) on the molecule C15H19N3O2S.

Positions of all 40 atoms, in Å:
1 C 2.546 0.512 3.237
2 H 4.607 0.030 3.470
3 C -0.501 0.699 -4.705
4 C -1.288 -1.430 -3.024
5 H -2.762 -0.540 -4.336
6 C 3.746 -1.074 1.851
7 H 2.522 1.219 4.053
8 H 0.369 1.455 -2.862
9 C 1.421 0.237 2.480
10 H -2.119 -2.105 -4.917
11 C -1.255 0.423 -1.327
12 N -0.838 -0.178 -2.461
13 C -1.859 -1.165 -4.426
14 C 2.628 -1.355 1.093
15 H -1.226 2.205 2.919
16 O -0.887 1.536 -1.011
17 H -1.387 1.727 5.368
18 H 0.231 1.111 -5.400
19 H 4.678 -1.573 1.629
20 H 2.656 -2.063 0.280
21 H 0.358 2.373 3.713
22 C 0.117 0.498 -3.320
23 C 1.450 -0.693 1.413
24 N 0.130 0.711 2.521
25 H -3.239 -0.319 -0.827
26 H -1.359 1.384 -4.629
27 C -2.215 -0.381 -0.456
28 H -0.429 -2.107 -3.108
29 C -0.531 0.058 1.526
30 C 3.707 -0.158 2.903
31 H -0.207 0.421 5.192
32 C -0.429 1.665 3.439
33 H 1.016 -0.121 -3.404
34 H -1.895 -1.416 -0.351
35 H -2.051 -1.895 -2.404
36 H -1.787 0.298 4.407
37 S -2.215 0.341 1.205
38 O -0.918 -0.532 -5.257
39 N 0.204 -0.779 0.846
40 C -0.988 0.982 4.684

E_tot = -35264.52882 eV
Strongest force on any atom = 0.7 eV/Å
LUMO energy = 0.62 eV
Relative energy (zero: lowest compared OMol25 entry of this formula, charge and spin) = 0.963 eV
SMILES = CCn1c(SCC(=O)N2CCOCC2)nc2ccccc21

Atom charges from the Mulliken analysis, given in e for atoms 1 to 5: -0.920 0.384 -0.564 -0.528 0.348